--- A ---
# C6H12N2

2 unconnected molecules or ions with the total composition C6H12N2 (wB97M-V/def2-TZVPD, the Open Molecules 2025 dataset).

```
! wB97M-V def2-TZVPD RIJCOSX def2/J DEFGRID3
* xyz 1 2
C 0.0242 -1.1523 -2.3212
C 0.8974 0.1193 -2.5360
H -0.5393 -1.4913 -3.1716
H 0.7919 -1.9448 -2.2264
H -0.5700 -0.9992 -1.4158
H 1.9581 -0.1192 -2.4661
H 0.6386 0.9502 -1.8945
H 0.8820 0.4889 -3.5624
C -1.7153 -0.8193 2.2023
C -0.6037 0.0649 1.8471
C -0.5351 1.0631 0.8707
C 1.4123 0.8619 1.8381
N 0.6188 -0.0206 2.4252
N 0.7047 1.5963 0.8685
H -2.1277 -0.5475 3.1956
H -1.3935 -1.8650 2.2426
H -1.3779 1.5462 0.3589
H 2.4672 0.8405 2.0521
H 1.0960 2.0981 0.0811
H -2.6288 -0.6702 1.6118
*
```

- Highest occupied orbital energy (alpha / beta): -14.727 / -14.727 eV

Here are the Mulliken charges for atoms 1 to 4, given in e: atom 1 (C): -0.643, atom 2 (C): -0.735, atom 3 (H): 0.318, atom 4 (H): 0.253

***

--- B ---
# C6H12N2

2 unconnected molecules or ions with the total composition C6H12N2 (wB97M-V/def2-TZVPD, the Open Molecules 2025 dataset).

```
! wB97M-V def2-TZVPD RIJCOSX def2/J DEFGRID3
* xyz 1 2
C 1.4459 1.0684 1.4103
C 0.5247 -2.2491 0.5558
C 0.8601 -0.2288 1.2352
C -0.2257 -0.8038 1.9817
N 1.0727 -1.0911 0.2120
N -0.3734 -2.0858 1.5854
H 0.6604 -3.1135 -0.0668
H -0.8613 -2.8040 2.1223
H -0.9855 -0.4341 2.6574
H 1.4894 1.4790 2.4067
H 1.1631 1.8026 0.6371
H 2.4935 1.0635 1.0542
C -0.7844 1.4151 -1.3784
C -1.1010 0.4866 -2.5672
H -1.4405 2.2686 -1.2481
H -0.8378 0.7426 -0.5118
H 0.2757 1.6627 -1.3987
H -0.4310 -0.3693 -2.4593
H -0.7815 0.8936 -3.5319
H -2.1635 0.2966 -2.6959
*
```

- Highest occupied orbital energy (alpha / beta): -14.477 / -14.535 eV

Here are the Mulliken charges for atoms 1 to 4, given in e: atom 1 (C): -1.076, atom 2 (C): -0.107, atom 3 (C): 0.554, atom 4 (C): -0.104

***

--- C ---
# C6H12N2

A gas-phase ion, C6H12N2 (charge +1) (wB97M-V/def2-TZVPD, the Open Molecules 2025 dataset).

```
! wB97M-V def2-TZVPD RIJCOSX def2/J DEFGRID3
* xyz 1 2
C -0.7038 2.8165 0.2922
C 0.0818 1.6636 -0.3814
C 0.1570 0.5253 0.6774
C 0.8065 -0.6837 0.1268
C 0.7296 -1.8633 0.8550
N 1.1350 -3.0220 0.2624
C 0.3729 -3.9444 -0.1517
N -0.6347 1.0101 -1.4733
H -1.2765 2.4506 1.1433
H -1.4074 3.2310 -0.4266
H -0.0442 3.6114 0.6344
H 1.0885 1.9774 -0.6447
H -0.8739 0.2905 0.9324
H 0.6904 0.8652 1.5715
H 1.2946 -0.7025 -0.8390
H 0.4274 -1.9302 1.8942
H -0.7048 -3.8485 -0.1158
H 0.8768 -4.8167 -0.5528
H -0.3888 1.2722 -2.4181
H -1.6263 1.0975 -1.3863
*
```

- Highest occupied orbital energy (alpha / beta): -13.136 / -13.041 eV

Here are the Mulliken charges for atoms 1 to 4, given in e: atom 1 (C): -1.387, atom 2 (C): 0.180, atom 3 (C): -0.829, atom 4 (C): -0.185

***

Energies relative to the minimum, hartree: A 0.0000; B 0.0063; C 0.0257

***

--- A ---
# C20H18N4O3S

A single C20H18N4O3S molecule (wB97M-V/def2-TZVPD, the Open Molecules 2025 dataset).

```
! wB97M-V def2-TZVPD RIJCOSX def2/J DEFGRID3
* xyz 0 1
C 7.7559 0.4841 -0.9558
O 6.5133 -0.1227 -0.6434
C 5.4564 0.7073 -0.5868
O 5.5477 1.8958 -0.7870
C 4.1987 0.0080 -0.2564
C 3.0281 0.7608 -0.1570
C 1.8334 0.1515 0.1504
C 1.7811 -1.2291 0.3662
N 0.5450 -1.7764 0.6826
C 0.2177 -3.0722 0.9011
O 0.9674 -4.0213 0.8765
C -1.2669 -3.2332 1.2287
S -2.3649 -2.9879 -0.2103
C -2.6149 -1.2553 -0.1777
N -1.8722 -0.4865 0.5441
C -2.2414 0.8418 0.7068
C -1.6379 1.5724 1.7276
C -2.0083 2.8846 1.9487
C -2.9838 3.4782 1.1643
C -3.5855 2.7598 0.1432
C -3.2180 1.4486 -0.0957
C -3.7611 0.6423 -1.2420
C -5.2548 0.7575 -1.5758
C -5.6359 -0.6994 -1.6609
N -4.7256 -1.5008 -1.2862
N -3.6284 -0.7975 -0.9413
C 2.9499 -1.9844 0.2656
C 4.1447 -1.3680 -0.0430
H 8.4947 -0.3133 -0.9489
H 7.7115 0.9577 -1.9391
H 8.0051 1.2452 -0.2131
H 3.0826 1.8256 -0.3256
H 0.9264 0.7345 0.2266
H -0.2467 -1.1133 0.7126
H -1.4473 -4.2579 1.5510
H -1.5799 -2.5256 1.9953
H -0.8900 1.0934 2.3408
H -1.5339 3.4478 2.7379
H -3.2699 4.5041 1.3379
H -4.3321 3.2289 -0.4811
H -3.1534 0.8430 -2.1418
H -5.4383 1.2896 -2.5071
H -5.8260 1.2445 -0.7792
H -6.5993 -1.0620 -1.9621
H 2.9084 -3.0483 0.4301
H 5.0481 -1.9519 -0.1206
*
```

- SMILES: COC(=O)c1ccc(NC(=O)CSC2=Nc3ccccc3[C@@H]3CC=NN23)cc1
- Highest occupied orbital energy: -8.351 eV

Here are the Mulliken charges for atoms 1 to 4, given in e: atom 1 (C): -0.653, atom 2 (O): -0.304, atom 3 (C): 0.742, atom 4 (O): -0.625

***

--- B ---
# C20H18N4O3S

A single C20H18N4O3S molecule (wB97M-V/def2-TZVPD, the Open Molecules 2025 dataset).

```
! wB97M-V def2-TZVPD RIJCOSX def2/J DEFGRID3
* xyz 0 1
C 7.2476 2.2302 -0.1289
C 5.8646 1.8675 -0.6462
O 5.3316 0.8805 0.2177
C 4.0954 0.3815 -0.0222
C 3.2720 0.7658 -1.0863
C 2.0242 0.2022 -1.2609
C 1.5731 -0.7604 -0.3690
N 0.3719 -1.4107 -0.4179
C 0.2300 -2.2267 0.5547
N -0.8584 -3.0189 0.7863
C -2.1059 -2.9014 0.2156
O -2.9360 -3.7665 0.3494
C -2.3186 -1.6475 -0.5619
N -2.3106 -0.5502 0.0781
N -2.5041 0.6268 -0.5670
C -2.7752 1.7139 0.3024
C -2.3265 2.9997 0.0293
C -2.6159 4.0245 0.9127
C -3.3345 3.7768 2.0696
C -3.7661 2.4904 2.3469
C -3.4919 1.4606 1.4673
C -2.4097 0.7627 -1.9351
O -2.6383 1.8030 -2.5085
C -1.9451 -0.4911 -2.6530
C -2.5645 -1.7396 -2.0392
S 1.6058 -2.3393 1.6785
C 2.4080 -1.1363 0.7080
C 3.6552 -0.5820 0.8864
H 7.6931 2.9880 -0.7668
H 7.1754 2.6134 0.8851
H 7.8837 1.3495 -0.1217
H 5.2162 2.7543 -0.6503
H 5.9332 1.4746 -1.6699
H 3.6032 1.5132 -1.7888
H 1.3962 0.5086 -2.0822
H -0.7354 -3.7982 1.4231
H -1.7652 3.2016 -0.8676
H -2.2703 5.0241 0.6950
H -3.5562 4.5824 2.7535
H -4.3246 2.2878 3.2486
H -3.8222 0.4544 1.6739
H -2.1808 -0.3902 -3.7121
H -0.8580 -0.5424 -2.5355
H -2.1267 -2.6468 -2.4547
H -3.6449 -1.7715 -2.2168
H 4.2949 -0.8681 1.7046
*
```

- SMILES: CCOc1ccc2nc(NC(=O)C3=NN(c4ccccc4)C(=O)CC3)sc2c1
- Highest occupied orbital energy: -8.195 eV

Here are the Mulliken charges for atoms 1 to 4, given in e: atom 1 (C): -1.432, atom 2 (C): -0.267, atom 3 (O): -0.393, atom 4 (C): 0.582

***

Energies relative to the minimum, hartree: A 0.0000; B 0.0126